(1)
{
  "formula": "C44H51F3Sb3TeW",
  "method": "ωB97M-V/def2-TZVPD",
  "orbital_gap_ha": [0.16567, 0.16568],
  "total_charge": 3,
  "homo_energy_ev": [-15.4, -15.4],
  "elements": ["W", "C", "C", "C", "Sb", "C", "C", "C", "C", "C", "C", "C", "C", "C", "C", "C", "C", "Sb", "C", "C", "C", "C", "C", "C", "C", "C", "C", "C", "C", "C", "H", "H", "H", "H", "H", "H", "H", "H", "H", "H", "H", "H", "H", "H", "H", "H", "H", "H", "H", "H", "H", "H", "H", "H", "H", "H", "C", "C", "Sb", "C", "C", "C", "C", "H", "H", "H", "H", "H", "H", "H", "H", "H", "H", "H", "H", "H", "H", "H", "F", "C", "F", "F", "C", "C", "C", "C", "C", "C", "C", "C", "H", "H", "H", "H", "C", "Te", "C", "H", "H", "H", "H", "H", "H"],
  "xyz": [[-0.114863, -0.231327, -0.324982], [-2.821879, 0.764351, -2.488823], [-1.440874, 1.000227, -3.082418], [-0.296090, 0.272797, -2.372637], [0.661770, 2.300788, 0.676604], [-0.076146, 1.132872, 2.272383], [-1.129091, 1.494737, 3.125612], [-1.599901, 0.587826, 4.052587], [-1.095435, -0.717588, 4.099592], [-0.094754, -1.105282, 3.233178], [0.442550, -0.170958, 2.333919], [0.165843, 4.293181, 1.017793], [0.141066, 4.733782, 2.343857], [-0.035199, 6.084849, 2.591730], [-0.156006, 6.975895, 1.530809], [-0.103901, 6.526796, 0.215529], [0.071307, 5.180317, -0.053939], [-2.596236, 1.156713, -0.408319], [-4.170996, 0.469367, 0.793094], [-3.920581, -0.392638, 1.856154], [-4.971638, -0.840966, 2.644376], [-6.267722, -0.426859, 2.365241], [-6.515385, 0.441698, 1.308988], [-5.467422, 0.900528, 0.522933], [-2.911996, 3.235656, -0.324171], [-2.886998, 4.006663, -1.483570], [-3.216249, 5.354428, -1.420466], [-3.558233, 5.929969, -0.205364], [-3.584463, 5.161644, 0.950967], [-3.271210, 3.811037, 0.893389], [-3.137613, -0.268574, -2.626791], [-3.582894, 1.412881, -2.920625], [-1.203170, 2.067691, -3.065854], [-1.445277, 0.716534, -4.138568], [0.634791, 0.591916, -2.849522], [-0.355373, -0.834374, -2.561992], [-1.546023, 2.493302, 3.086693], [-2.374018, 0.886666, 4.747929], [-1.476879, -1.414481, 4.834287], [0.321919, -2.103236, 3.281828], [1.382067, -0.415882, 1.840629], [0.271109, 4.048880, 3.172856], [-0.060052, 6.444445, 3.611554], [-0.276175, 8.032289, 1.731123], [-0.187652, 7.230031, -0.602297], [0.121762, 4.837551, -1.079978], [-2.908560, -0.714534, 2.079406], [-4.783396, -1.511019, 3.473561], [-7.088711, -0.777938, 2.975942], [-7.525901, 0.764955, 1.098147], [-5.671034, 1.588923, -0.289637], [-2.646017, 3.572787, -2.446155], [-3.222142, 5.949000, -2.324581], [-3.824910, 6.977782, -0.161621], [-3.875147, 5.607404, 1.893194], [-3.353223, 3.206182, 1.789126], [2.576594, 2.507762, -2.642359], [3.409119, 1.768761, -1.602229], [2.636848, -0.123360, -0.967737], [3.904101, -0.630657, 0.663677], [5.352166, -0.849263, 0.230582], [3.071039, -1.427942, -2.599599], [4.236331, -0.933083, -3.451703], [3.041103, 3.462979, -2.886976], [1.561003, 2.720168, -2.290200], [2.490067, 1.943625, -3.572431], [3.547229, 2.360569, -0.693829], [4.406620, 1.553013, -1.988958], [3.481607, -1.519364, 1.133352], [3.823030, 0.195409, 1.374593], [5.447301, -1.682484, -0.467256], [5.964924, -1.078013, 1.102397], [5.777765, 0.036765, -0.241432], [2.153624, -1.526014, -3.181441], [3.274106, -2.399737, -2.148240], [4.013074, 0.015819, -3.939410], [4.445073, -1.659194, -4.237536], [5.150490, -0.810949, -2.869731], [3.279493, -8.831044, 1.872348], [3.713038, -8.281010, 0.732984], [5.044671, -8.225795, 0.771357], [3.353116, -9.083261, -0.275510], [3.100751, -6.907158, 0.547298], [3.903697, -5.799242, 0.318624], [3.315541, -4.560919, 0.139135], [1.921738, -4.432039, 0.187635], [1.123767, -5.561750, 0.422268], [1.715369, -6.794745, 0.600796], [1.314316, -3.161980, -0.006424], [0.788884, -2.064966, -0.173071], [4.978183, -5.910169, 0.282870], [3.931121, -3.688448, -0.038267], [0.047168, -5.459776, 0.466664], [1.111020, -7.673120, 0.784817], [-4.048692, -2.308961, -0.799498], [-1.997623, -2.475555, -0.224284], [-1.502472, -3.354309, -2.098339], [-4.248508, -3.234872, -1.336993], [-4.257541, -1.456065, -1.434813], [-4.648607, -2.261047, 0.103571], [-1.874021, -2.722530, -2.901978], [-1.999840, -4.321086, -2.131498], [-0.426123, -3.481533, -2.155233]],
  "atomic_forces_ev_per_a": [[-0.14, 0.98, 0.75], [-0.14, 0.08, 0.05], [-0.09, 0.00, 0.05], [0.53, 0.30, -0.10], [-0.86, -0.81, -0.32], [0.04, -0.03, 0.19], [0.01, 0.04, 0.08], [0.00, 0.08, -0.02], [0.04, -0.08, -0.06], [-0.16, -0.08, -0.04], [0.41, 0.06, 0.00], [0.30, -0.17, 0.10], [0.01, 0.05, 0.03], [-0.03, -0.01, 0.01], [0.00, -0.03, 0.01], [-0.03, -0.01, -0.02], [0.02, 0.03, -0.05], [0.19, -0.06, -0.51], [0.05, -0.02, 0.08], [-0.03, 0.01, -0.01], [0.02, 0.00, 0.00], [-0.01, 0.00, 0.00], [0.00, -0.01, 0.01], [0.02, 0.01, -0.03], [-0.04, -0.01, 0.06], [0.00, 0.03, 0.02], [0.01, -0.02, -0.02], [0.00, 0.03, 0.00], [0.01, -0.03, 0.03], [0.00, 0.05, -0.06], [0.00, -0.01, 0.00], [0.01, -0.01, -0.03], [0.01, 0.01, -0.01], [0.03, -0.02, 0.01], [-0.20, -0.13, -0.16], [0.03, -0.06, 0.11], [-0.01, -0.01, 0.00], [0.00, 0.00, 0.00], [0.02, 0.00, 0.02], [0.01, 0.01, 0.00], [-0.08, 0.02, 0.16], [0.00, -0.01, -0.01], [0.00, 0.00, 0.00], [0.00, 0.00, 0.00], [-0.01, 0.00, 0.01], [0.01, -0.01, 0.00], [-0.01, 0.00, 0.01], [0.00, 0.00, 0.00], [0.00, 0.00, 0.00], [0.00, 0.00, 0.00], [0.00, 0.00, 0.00], [0.00, -0.01, 0.00], [0.00, 0.00, 0.00], [0.00, 0.00, 0.00], [0.00, 0.00, 0.00], [0.00, -0.01, 0.02], [-0.04, 0.02, 0.00], [0.02, -0.02, 0.02], [-0.33, -0.08, -0.62], [-0.04, 0.01, 0.09], [-0.03, 0.01, -0.06], [0.07, 0.05, 0.06], [-0.01, -0.06, -0.03], [0.01, 0.00, 0.00], [0.01, -0.01, 0.00], [0.00, 0.01, 0.01], [0.01, 0.02, 0.00], [0.00, 0.00, 0.01], [0.00, 0.00, 0.01], [0.01, 0.00, 0.01], [0.00, 0.00, 0.00], [0.00, -0.01, 0.00], [0.00, 0.00, 0.00], [-0.01, 0.01, 0.02], [0.00, -0.01, -0.01], [0.00, 0.00, 0.00], [0.02, 0.01, 0.00], [0.00, 0.00, -0.01], [0.01, -0.02, 0.00], [-0.02, 0.04, -0.01], [0.00, -0.01, 0.00], [0.01, -0.01, 0.00], [0.02, -0.02, 0.00], [-0.02, -0.01, 0.00], [-0.06, 0.02, 0.01], [0.03, -0.09, -0.03], [0.01, 0.03, -0.02], [0.00, 0.00, 0.01], [-0.07, 0.13, 0.03], [0.35, -0.20, 0.28], [0.00, 0.00, 0.00], [0.02, 0.00, 0.00], [0.00, -0.01, 0.00], [0.00, 0.00, 0.00], [0.00, 0.00, -0.01], [0.08, 0.11, -0.13], [0.03, -0.08, -0.03], [-0.01, 0.00, 0.00], [0.00, 0.00, -0.01], [0.00, 0.00, 0.00], [-0.01, 0.02, 0.02], [0.00, 0.00, 0.00], [0.00, 0.01, 0.01]]
}


(2)
{
  "formula": "C44H51IN9O3P3Tl",
  "method": "ωB97M-V/def2-TZVPD",
  "orbital_gap_ha": [0.21968, 0.16712],
  "total_charge": 3,
  "homo_energy_ev": [-14.6, -14.4],
  "elements": ["Tl", "N", "C", "N", "C", "N", "N", "C", "C", "C", "C", "C", "C", "N", "C", "C", "C", "C", "C", "C", "H", "H", "H", "H", "H", "H", "H", "H", "H", "H", "H", "I", "C", "C", "C", "C", "C", "C", "C", "C", "C", "P", "C", "C", "C", "C", "C", "C", "C", "C", "C", "C", "C", "C", "C", "H", "H", "H", "H", "H", "H", "H", "H", "H", "H", "H", "H", "H", "H", "H", "H", "C", "N", "C", "P", "O", "O", "P", "O", "N", "C", "C", "N", "C", "C", "N", "C", "C", "H", "H", "H", "H", "H", "H", "H", "H", "H", "H", "H", "H", "H", "H", "H", "H", "H", "H", "H", "H", "H", "H", "H", "H"],
  "xyz": [[10.854952, 11.748888, 14.932638], [7.219547, 8.259914, 16.636698], [7.796694, 9.299540, 15.983725], [8.609475, 10.157994, 16.579719], [8.714471, 10.115621, 17.902889], [9.288021, 11.139199, 18.623568], [9.900551, 12.015104, 17.866381], [10.391649, 13.013596, 18.568745], [11.107659, 14.144646, 17.992656], [11.366119, 15.269517, 18.788564], [12.060396, 16.331840, 18.241811], [12.553263, 16.198841, 16.937193], [12.224691, 15.041385, 16.213420], [11.467252, 14.063023, 16.695778], [8.118755, 9.077783, 18.695303], [8.287225, 8.888616, 20.071521], [7.791564, 7.775456, 20.728151], [7.089785, 6.806232, 20.017250], [6.837211, 6.963293, 18.658562], [7.389940, 8.087196, 18.002710], [6.686522, 7.556063, 16.118776], [7.659533, 9.382182, 14.928530], [10.297309, 12.999641, 19.658344], [10.963877, 15.302446, 19.812216], [12.148141, 17.297400, 18.749814], [13.117030, 16.977579, 16.446524], [12.468060, 14.983237, 15.163326], [8.843011, 9.633311, 20.605779], [7.934550, 7.631274, 21.820912], [6.658185, 5.956395, 20.567750], [6.240032, 6.243713, 18.130171], [7.584295, 14.009224, 13.269975], [7.186926, 15.103491, 11.480584], [6.678092, 16.344790, 11.696844], [6.222603, 17.103885, 10.582857], [6.319880, 16.573172, 9.337612], [6.886879, 15.263788, 9.121997], [7.064924, 14.788025, 7.798824], [7.659249, 13.563001, 7.546952], [8.114125, 12.797996, 8.635267], [8.032396, 13.220800, 9.941354], [8.885153, 12.211557, 11.178807], [10.667453, 12.164642, 10.857977], [11.314496, 11.144203, 10.164101], [12.698026, 11.196270, 10.001443], [13.405419, 12.212141, 10.618219], [12.782859, 13.261636, 11.271359], [11.390739, 13.229219, 11.414962], [8.213225, 10.566644, 11.327020], [6.868262, 10.325537, 11.143557], [6.319027, 9.094921, 11.505735], [7.132336, 8.106561, 12.026360], [8.489839, 8.333264, 12.154491], [9.028267, 9.552848, 11.816658], [7.430802, 14.539887, 10.215353], [6.513466, 16.685894, 12.681068], [5.836754, 18.104643, 10.719255], [6.058662, 17.158640, 8.463625], [6.543478, 15.301814, 7.006180], [7.809380, 13.226122, 6.559216], [8.544246, 11.795821, 8.462356], [10.782366, 10.296805, 9.797277], [13.197668, 10.387460, 9.489181], [14.456704, 12.222710, 10.475392], [13.372534, 14.020455, 11.763220], [10.897181, 13.969390, 11.993285], [6.237242, 11.103303, 10.716236], [5.253228, 8.873400, 11.373615], [6.646970, 7.184333, 12.318861], [9.157772, 7.590598, 12.587255], [10.093520, 9.764004, 12.055807], [11.954671, 6.986252, 16.124105], [11.862710, 8.249273, 16.886768], [11.422141, 8.017976, 18.286086], [12.952013, 9.469340, 16.672919], [12.391162, 10.817422, 16.526440], [13.824457, 9.061586, 15.386882], [13.718855, 9.320363, 13.771182], [12.334384, 9.821674, 13.487789], [14.090044, 7.906077, 13.036673], [15.254299, 7.166245, 13.508631], [13.287235, 7.290504, 11.946627], [15.001697, 10.309197, 13.489600], [15.981126, 10.256401, 12.405848], [15.134001, 11.453260, 14.376265], [13.988312, 9.368920, 17.940868], [14.750250, 8.115581, 18.056749], [14.894849, 10.516718, 18.202288], [12.543906, 6.226250, 16.643845], [12.323676, 7.168088, 15.129723], [10.968330, 6.562820, 16.109047], [12.086254, 7.329579, 18.800509], [10.445677, 7.567516, 18.290758], [11.336292, 8.958712, 18.831093], [15.657163, 7.752611, 14.368138], [15.977686, 7.040354, 12.712488], [14.985703, 6.150261, 13.842196], [12.270487, 7.661640, 11.940799], [13.227885, 6.214237, 12.053976], [13.778824, 7.423244, 11.000825], [15.720154, 9.534824, 11.632144], [17.015144, 10.083024, 12.753348], [16.014131, 11.232738, 11.882169], [14.290603, 11.608282, 15.021145], [15.298564, 12.351636, 13.769495], [16.032247, 11.238344, 14.998225], [14.176513, 7.263439, 17.687328], [14.982791, 7.879269, 19.085822], [15.652739, 8.168579, 17.430112], [14.363907, 11.429429, 18.174060], [15.693422, 10.510186, 17.439024], [15.399345, 10.323449, 19.173109]],
  "atomic_forces_ev_per_a": [[-0.21, 0.10, -0.11], [0.30, 0.74, -0.47], [0.64, -0.97, 1.50], [-0.81, -0.07, -0.76], [-0.52, 0.10, 1.07], [0.39, -0.27, -0.25], [0.15, 0.39, -0.26], [0.32, 0.51, 0.41], [-0.20, -0.40, -0.13], [-0.40, -0.39, 0.52], [0.22, 0.66, -0.83], [-0.48, -0.41, 0.49], [-0.68, 0.25, 0.30], [0.51, 0.09, -0.01], [-0.11, -0.75, -0.57], [0.11, -0.10, 0.76], [0.55, 0.58, 0.61], [-0.97, -0.44, -0.53], [0.68, 0.60, 0.53], [-0.48, -0.66, -0.12], [0.14, 0.47, 0.16], [-0.24, -0.11, -0.60], [-0.20, -0.02, -0.15], [0.30, 0.04, -0.53], [0.19, -0.56, 0.05], [0.03, 0.11, 0.10], [0.26, -0.13, -0.13], [0.13, 0.22, 0.26], [-0.02, 0.30, -0.98], [0.30, 0.37, -0.46], [-0.10, -0.18, -0.24], [0.12, 0.05, -0.34], [0.52, -0.17, 0.88], [-0.63, -0.23, -1.33], [0.38, -0.09, 0.27], [0.44, -0.73, -0.34], [0.59, 0.98, -0.01], [-0.41, -1.32, 0.12], [-0.28, 1.22, 1.31], [0.45, -0.87, 0.04], [-0.55, 1.45, 0.21], [0.03, 0.24, -0.53], [-0.31, 0.35, 0.43], [0.61, 0.34, 0.11], [-0.86, -0.19, 0.62], [-0.10, 0.27, -0.75], [-0.84, -0.48, 0.49], [1.05, -0.80, -0.53], [0.48, 0.34, -0.12], [-1.20, -0.02, -0.24], [-0.41, 0.31, -0.34], [-0.46, -0.12, -0.06], [0.55, -0.47, 0.53], [1.30, 0.41, 0.79], [-0.15, -1.65, -0.33], [-0.05, 0.49, 0.90], [-0.03, -0.04, 0.11], [-0.22, -0.12, 0.06], [0.36, 0.34, -0.22], [-0.05, -0.43, -0.92], [-0.15, 0.62, -0.16], [-0.42, -0.36, -0.36], [0.10, 0.07, -0.12], [0.85, 0.08, 0.11], [-0.01, 0.20, -0.14], [-0.44, 0.69, 0.33], [0.02, -0.14, 0.13], [0.46, 0.34, -0.01], [0.32, -0.19, 0.00], [-0.21, -0.04, -0.17], [-0.76, -0.29, -0.31], [-0.15, 0.35, 0.81], [0.15, -0.52, 0.19], [0.14, 0.43, -0.55], [1.01, -1.36, 0.31], [-0.46, 1.08, 0.16], [0.02, -0.15, -0.23], [-0.40, -0.02, -0.95], [0.64, -0.14, 0.14], [-0.99, -0.24, -0.11], [-0.04, 0.19, 0.70], [0.38, 0.08, 0.80], [-0.89, -0.25, 0.16], [0.19, 0.52, -0.44], [1.71, -0.15, -0.14], [0.56, 0.38, 0.14], [-0.35, -0.36, -0.69], [0.91, -1.70, 0.02], [0.40, 0.17, -0.05], [0.06, -0.10, -0.30], [-0.66, -0.15, -0.40], [0.25, 0.05, 0.18], [-0.54, -0.29, -0.22], [0.24, -0.06, -0.01], [0.17, -0.77, -0.71], [0.39, 0.19, -0.07], [-0.09, 0.39, 0.06], [-0.02, 0.35, -0.07], [0.05, -0.28, 0.51], [0.12, 0.43, -0.59], [-0.04, -0.21, 0.32], [-0.49, -0.17, 0.11], [-0.13, -0.33, 0.35], [-0.50, -0.05, 0.24], [0.02, -0.04, 0.26], [-0.47, 0.68, -0.13], [-0.09, 0.12, -0.05], [0.25, 0.27, 0.26], [-0.02, -0.03, 0.35], [-0.50, 0.95, 0.16], [-0.18, 0.23, 0.20], [-0.51, 0.40, -0.49]]
}


Question: What is the formula in the second record?
Answer: C44H51IN9O3P3Tl